(1)
The following is a DFT calculation (ωB97M-V with the def2-TZVPD basis set) of a molecular structure, B3F12Rb in a non-equilibrium geometry.

As for the total charge: -2. The HOMO energy is -5.5 eV. The energy above the lowest of the compared OMol25 structures with the same formula, charge and spin is 29.4 kcal/mol. The total energy is -1297.902509 a.u. The calculation puts the HOMO-LUMO gap at 9.8 eV.

Structure (XYZ):
```
16
B3F12Rb (ωB97M-V with the def2-TZVPD basis set)
Rb 17.1919 7.0282 8.1192
B 18.9342 3.8383 8.2594
F 18.7004 4.7955 9.2476
F 18.1167 2.7090 8.5470
F 18.4779 4.4124 7.0790
F 20.2429 3.3699 8.0854
B 16.9285 9.8110 5.5005
F 17.3849 9.1811 4.3873
F 17.0228 11.1601 5.4708
F 15.6162 9.5413 5.5703
F 17.4839 9.3200 6.7108
B 14.6133 5.8047 7.2456
F 15.0651 6.6708 6.2888
F 15.5151 4.7570 7.2739
F 14.5402 6.4329 8.4868
F 13.4449 5.2780 6.9987
```


(2)
The following is a DFT calculation (ωB97M-V with the def2-TZVPD basis set) of 5 unconnected molecules or ions with the total composition C28H56ClN2O11P in a non-equilibrium geometry.

The HOMO energy is -8.2 eV. The total energy is -2838.927060 a.u. The calculation puts the HOMO-LUMO gap at 7.0 eV.

Structure (XYZ):
```
99
C28H56ClN2O11P (ωB97M-V with the def2-TZVPD basis set)
C -1.1490 7.6953 -1.3867
C -0.9861 6.3574 -1.3882
C -1.7530 5.4134 -2.3006
C -2.6253 4.5285 -1.4485
C -3.8344 5.0031 -0.9442
C -4.4075 6.3763 -1.2381
C -5.6461 6.2141 -2.1441
C -5.3356 5.5534 -3.4857
Cl -6.5499 4.2895 -3.8577
C -4.6036 4.1873 -0.1061
C -4.1613 2.9199 0.2130
C -4.9482 2.0068 1.1532
O -5.6873 1.1984 0.5790
O -4.7478 2.2192 2.3492
C -2.9789 2.4783 -0.3435
N -2.2293 3.2521 -1.1524
P -0.7487 2.4101 -1.7374
N 0.4772 3.3337 -1.0498
O -0.6914 2.5560 -3.3783
H -1.1027 8.2529 -2.3202
H -1.2965 8.2613 -0.4743
H -0.2385 5.9319 -0.7230
H -2.3770 6.0262 -2.9422
H -1.0812 4.8668 -2.9665
H -3.6939 7.0355 -1.7174
H -4.6922 6.8191 -0.2856
H -6.3996 5.6555 -1.5967
H -6.0700 7.1965 -2.3496
H -5.3277 6.2713 -4.2987
H -4.3740 5.0482 -3.5046
H -5.5269 4.5743 0.3021
H -2.6272 1.4835 -0.1115
H 0.5922 4.2544 -1.4606
H 1.3473 2.8141 -1.0854
H -1.4701 3.0112 -3.7266
C 3.0258 0.7609 -4.3318
O 2.5500 0.7372 -2.9970
C 1.5301 -0.2332 -2.7822
C 2.0695 -1.4778 -2.1123
O 2.9679 -2.1797 -2.9534
C 4.3311 -1.9504 -2.6297
H 3.9433 1.3476 -4.3477
H 3.2471 -0.2435 -4.6980
H 2.2912 1.2376 -4.9895
H 1.0307 -0.4850 -3.7220
H 0.7941 0.2318 -2.1265
H 1.2318 -2.1502 -1.9028
H 2.5459 -1.2251 -1.1594
H 4.6016 -2.4889 -1.7168
H 4.5437 -0.8860 -2.4998
H 4.9372 -2.3292 -3.4512
C 8.5415 -4.0131 2.1883
O 8.2782 -2.6331 2.3740
C 8.2814 -1.8941 1.1647
C 6.8760 -1.6173 0.6770
O 6.2058 -2.8107 0.2997
C 5.3021 -3.2722 1.2903
H 8.2869 -4.5293 3.1134
H 7.9420 -4.4358 1.3785
H 9.6057 -4.1686 1.9785
H 8.8598 -2.4131 0.3941
H 8.7761 -0.9395 1.3706
H 6.9334 -0.9844 -0.2150
H 6.3061 -1.0761 1.4382
H 4.4027 -2.6462 1.3061
H 5.7571 -3.2789 2.2829
H 5.0146 -4.2896 1.0289
C -8.2636 1.7229 -0.9059
O -9.5649 2.2649 -1.1185
C -10.4032 1.4271 -1.8917
C -11.3770 0.6555 -1.0264
O -10.7122 -0.2767 -0.1915
C -10.5560 0.1759 1.1422
H -7.7800 2.3011 -0.1253
H -8.3027 0.6824 -0.5842
H -7.6679 1.8017 -1.8221
H -9.8090 0.7409 -2.5037
H -10.9724 2.0749 -2.5681
H -12.0481 0.0834 -1.6761
H -11.9873 1.3441 -0.4334
H -11.5131 0.1264 1.6746
H -10.1700 1.1963 1.1810
H -9.8454 -0.4844 1.6356
C 8.4280 -7.0699 4.8774
O 7.1083 -6.5820 4.7142
C 6.2408 -7.5119 4.0833
C 5.3523 -8.2197 5.0828
O 6.1005 -9.0522 5.9543
C 6.3236 -8.4710 7.2269
H 8.9495 -6.4040 5.5635
H 8.4428 -8.0792 5.2946
H 8.9533 -7.0644 3.9156
H 6.8128 -8.2377 3.4972
H 5.6091 -6.9446 3.3921
H 4.6583 -8.8661 4.5365
H 4.7618 -7.4943 5.6505
H 5.4053 -8.4965 7.8231
H 6.6751 -7.4399 7.1462
H 7.0849 -9.0626 7.7328
```


(3)
The following is a DFT calculation (ωB97M-V with the def2-TZVPD basis set) of a molecular structure, C3H6O2PS2 in a non-equilibrium geometry.

As for the total charge: -1. The HOMO energy is -4.6 eV. The energy above the lowest of the compared OMol25 structures with the same formula, charge and spin is 14.0 kcal/mol. The total energy is -1406.154308 a.u. The calculation puts the HOMO-LUMO gap at 7.5 eV.

Structure (XYZ):
```
14
C3H6O2PS2 (ωB97M-V with the def2-TZVPD basis set)
C 1.6346 -0.4410 -1.1205
C 0.9357 -1.0327 0.1190
C 0.1428 -0.0148 0.9503
O 2.4922 -1.1618 -1.6173
O 1.2785 0.7099 -1.6348
P -0.6011 1.9649 -1.2523
S -0.2967 -0.6378 2.4574
S -1.4595 0.5850 0.0334
H 1.7839 -1.3865 0.7797
H 0.1252 -1.7295 -0.1877
H 0.8333 0.9324 1.0444
H -0.8788 1.4439 -2.5151
H -2.0096 2.3443 -1.2997
H -1.5477 0.0025 2.5856
```


(4)
The following is a DFT calculation (ωB97M-V with the def2-TZVPD basis set) of 3 unconnected molecules or ions with the total composition C19H40BO9 in a non-equilibrium geometry.

As for the total charge: -1. The HOMO energy is -3.6 eV. The total energy is -1450.021961 a.u. The calculation puts the HOMO-LUMO gap at 5.9 eV.

Structure (XYZ):
```
69
C19H40BO9 (ωB97M-V with the def2-TZVPD basis set)
C -0.4436 -4.8656 2.2107
O -0.4500 -3.6738 2.9790
C 0.7631 -2.9530 3.0340
C 0.8602 -1.8018 2.0273
C 0.1973 -2.0673 0.6862
C 0.6858 -1.1429 -0.4200
C 0.6617 0.3620 -0.0991
C -0.6300 0.8621 0.5696
C -0.3314 1.7246 1.8003
C -1.5251 1.9695 2.7488
C -2.3734 0.7307 3.0060
C -3.4911 0.5092 1.9645
C -3.7320 -0.9799 1.7160
C -5.2060 -1.3340 1.4856
O -5.4367 -1.1848 0.1134
B -4.1523 -1.5346 -0.5470
O -3.1208 -1.4206 0.5469
H -1.3049 -4.8446 1.5523
H 0.4324 -4.9082 1.5731
H -0.4753 -5.7451 2.8506
H 1.6293 -3.6102 2.9500
H 0.8120 -2.5308 4.0356
H 0.4624 -0.9121 2.4878
H 1.9237 -1.6236 1.8502
H 0.3864 -3.0855 0.3652
H -0.8805 -1.9962 0.8000
H 0.0839 -1.3178 -1.3075
H 1.7161 -1.4249 -0.6430
H 1.5140 0.6056 0.5287
H 0.7935 0.8872 -1.0402
H -1.3068 0.0459 0.7685
H -1.1414 1.5051 -0.1396
H 0.0497 2.6802 1.4477
H 0.4794 1.2969 2.3832
H -1.1121 2.2946 3.7031
H -2.1197 2.8022 2.3779
H -1.7742 -0.1727 3.0304
H -2.8679 0.8603 3.9648
H -3.1682 0.9084 1.0144
H -4.4095 0.9995 2.2669
H -3.4201 -1.5854 2.5740
H -5.9212 -0.7242 2.0442
H -5.3697 -2.3859 1.7678
H -3.8841 -0.7759 -1.4846
H -4.1145 -2.6974 -0.9919
C 2.9468 6.7192 -0.1009
O 3.1873 6.1110 -1.3700
C 2.4783 4.9949 -1.5784
O 1.6996 4.4915 -0.8134
O 2.7797 4.5061 -2.7812
C 2.0517 3.3019 -3.0657
H 3.5763 7.6041 -0.0596
H 1.9029 7.0119 -0.0057
H 3.2179 6.0430 0.7078
H 0.9815 3.4984 -3.0629
H 2.2904 2.5308 -2.3370
H 2.3562 2.9648 -4.0519
C 4.9058 -1.5616 -3.5589
O 3.6622 -2.2565 -3.6422
C 2.6067 -1.4654 -3.8614
O 2.6441 -0.2679 -3.9911
O 1.5172 -2.2266 -3.9015
C 0.2927 -1.5053 -4.0850
H 5.6676 -2.3155 -3.3805
H 5.1206 -1.0427 -4.4916
H 4.8963 -0.8538 -2.7322
H 0.3030 -0.9678 -5.0315
H 0.1277 -0.8143 -3.2610
H -0.5011 -2.2455 -4.0959
```


(5)
The following is a DFT calculation (ωB97M-V with the def2-TZVPD basis set) of 3 unconnected molecules or ions with the total composition C4H4N2 in a non-equilibrium geometry.

Its structure (SMILES) is C#C.C#C.N#N. The HOMO energy is -10.4 eV. The energy above the lowest of the compared OMol25 structures with the same formula, charge and spin is 78.4 kcal/mol. The total energy is -264.201497 a.u. The calculation puts the HOMO-LUMO gap at 11.7 eV.

Structure (XYZ):
```
10
C4H4N2 (ωB97M-V with the def2-TZVPD basis set)
C 1.6486 1.2340 0.1816
C 2.1456 0.2272 -0.2500
H 1.2005 2.1234 0.5728
H 2.5590 -0.6837 -0.6335
C -2.2155 0.0642 0.2333
C -1.6102 0.9942 -0.2384
H -2.7432 -0.7653 0.6459
H -1.0756 1.8157 -0.6707
N 0.5306 -2.5064 -0.1831
N -0.4399 -2.5032 0.3419
```


(6)
The following is a DFT calculation (ωB97M-V with the def2-TZVPD basis set) of C11H8O3 in the gas phase in a non-equilibrium geometry.

Its structure (SMILES) is Cc1coc(C2=CC(=O)C=CC2=O)c1. The HOMO energy is -8.2 eV. The energy above the lowest of the compared OMol25 structures with the same formula, charge and spin is 79.3 kcal/mol. The total energy is -649.558657 a.u. The calculation puts the HOMO-LUMO gap at 6.5 eV.

Structure (XYZ):
```
22
C11H8O3 (ωB97M-V with the def2-TZVPD basis set)
C -3.7786 -0.3479 -1.3495
C -2.3786 0.2493 -1.3098
C -1.6998 1.3773 -1.7387
O -0.4684 1.5481 -1.1521
C -0.3595 0.4283 -0.4726
C 0.8836 0.1473 0.2952
C 1.8302 1.1943 0.6331
C 3.1313 0.8629 1.3887
O 3.8478 1.8044 1.7661
C 3.5314 -0.5050 1.5922
C 2.5398 -1.4838 1.4030
C 1.2532 -1.1465 0.9908
O 0.4546 -2.0810 0.8880
C -1.4615 -0.4554 -0.6229
H -4.4327 0.3230 -1.8017
H -3.8770 -1.2897 -1.8379
H -4.1902 -0.4466 -0.3492
H -2.0809 2.1287 -2.3702
H 1.7504 2.2422 0.2440
H 4.5264 -0.6135 2.1199
H 2.7221 -2.4576 1.8821
H -1.7437 -1.4788 -0.1984
```